Version i
Below is 3 unconnected molecules or ions with the total composition C6H9NS, with properties calculated with the ωB97M-V functional and the def2-TZVPD basis.

The geometry in ORCA input format:
```
! RIJCOSX wB97M-V def2-TZVPD def2/J DEFGRID3
* xyz 0 1
C 1.6495 -0.9521 0.3111
C 0.2373 -1.3189 -0.3602
C -2.1386 -0.1943 -0.0986
C -0.9017 0.6897 0.2915
C -0.9767 2.0076 -0.1515
C 0.2685 -0.2656 0.7283
H 2.3001 1.3213 -0.5052
H 3.8320 -0.8750 -0.2213
H 2.1327 -1.6007 1.0942
H 0.0325 -0.7064 -1.2334
H -2.8953 -0.0108 0.6679
H -2.3710 0.0947 -1.1088
H -0.1933 2.7652 0.0648
H -2.0520 2.2429 -0.5522
H -0.0070 -0.8310 1.6906
N 2.5755 -0.3569 -0.4977
S -1.4927 -2.0096 -0.1194
*
```

The frontier orbital gap comes out at 7.155 eV.

Version ii
Below is a molecular structure, C6H9NS, with properties calculated with the ωB97M-V functional and the def2-TZVPD basis.

The geometry in ORCA input format:
```
! RIJCOSX wB97M-V def2-TZVPD def2/J DEFGRID3
* xyz 0 1
C -0.6879 1.0435 -0.3260
C -0.9035 0.1285 0.9500
C 0.5567 -0.1501 1.3449
C 1.2041 -0.3474 -0.0246
C 2.4454 -0.7162 -0.3136
C 0.0429 -0.1552 -0.9763
H 0.9687 2.1587 -0.0770
H -0.2110 2.8872 -0.9141
H -1.6810 1.2320 -0.7180
H -1.6197 0.4034 1.7059
H 0.5966 -1.0670 1.9786
H 0.9878 0.6657 1.8801
H 3.2266 -0.7816 0.4646
H 2.7375 -0.9166 -1.3204
H 0.1938 -0.2137 -2.0473
N -0.0279 2.3058 -0.1262
S -1.3094 -1.2080 -0.2497
*
```

The frontier orbital gap comes out at 9.541 eV.

Which is the most stable structure? version ii is the most stable.

Version i
Below is 2 unconnected molecules or ions with the total composition C2H3F2N, with properties calculated with the ωB97M-V functional and the def2-TZVPD basis.

The geometry in ORCA input format:
```
! RIJCOSX wB97M-V def2-TZVPD def2/J DEFGRID3
* xyz 0 1
C 0.4540 0.5801 0.2169
C -0.6106 -0.3174 -0.0295
N 0.5383 -0.8710 0.3545
F -0.6889 0.1461 -2.7154
F 0.6623 -1.4292 1.6716
H 0.9571 1.2140 -0.4809
H 0.3300 1.2552 1.0982
H -1.6423 -0.5777 -0.1154
*
```

The frontier orbital gap (spin up / spin down) comes out at 10.063 / 5.863 eV.

Version ii
Below is C2H3F2N in the gas phase, with properties calculated with the ωB97M-V functional and the def2-TZVPD basis.

The geometry in ORCA input format:
```
! RIJCOSX wB97M-V def2-TZVPD def2/J DEFGRID3
* xyz 0 1
C -0.0118 -0.0143 -0.8704
C -0.3377 0.4388 0.5813
N 0.0741 -0.9010 0.2183
F -1.5559 0.4424 1.0765
F 1.4242 -1.1299 0.4433
H -0.7959 -0.2276 -1.4947
H 0.9188 0.3594 -1.2499
H 0.2843 1.0322 1.2956
*
```

The structure (SMILES) is F[C@@H]1CN1F. The frontier orbital gap comes out at 11.395 eV.

Which is the most stable structure? version ii is the most stable.

Version i
Below is 5 unconnected molecules or ions with the total composition C2H16N2O4, with properties calculated with the ωB97M-V functional and the def2-TZVPD basis.

The geometry in ORCA input format:
```
! RIJCOSX wB97M-V def2-TZVPD def2/J DEFGRID3
* xyz 0 1
N 0.8375 -2.0304 -2.0370
C 0.0117 -2.1835 -0.7632
C -1.0560 -0.9698 -0.4174
N -2.0431 -0.6557 -1.5935
H 0.3022 -1.2864 -2.5612
H 1.0409 -2.8214 -2.5845
H 0.6450 -2.4164 0.1386
H -0.7252 -3.0225 -0.9243
H -1.6873 -1.2721 0.4240
H -0.7150 -0.0979 0.0285
H -2.8585 -0.0250 -1.1554
H -2.3947 -1.4831 -1.9899
H 1.3905 1.0649 0.1240
H 1.5239 2.3718 0.7446
O 0.8431 1.7450 0.3683
H -1.3034 2.1720 1.0132
H -1.6197 2.8757 2.4391
O -1.3735 2.9608 1.5357
H 0.0442 0.1401 1.8503
H 0.5859 1.3427 2.7417
O -0.0329 0.7168 2.6682
H 2.5939 -0.6901 0.4052
H 2.4321 -0.9120 -1.1670
O 2.4945 -0.1999 -0.4509
*
```

The structure (SMILES) is NCCN.O.O.O.O. The frontier orbital gap comes out at 10.087 eV.

Version ii
Below is a molecular structure, C2H16N2O4, with properties calculated with the ωB97M-V functional and the def2-TZVPD basis.

The geometry in ORCA input format:
```
! RIJCOSX wB97M-V def2-TZVPD def2/J DEFGRID3
* xyz 0 1
C -0.6221 1.6420 0.3483
C 0.4729 1.5979 -0.7161
N -0.1169 1.3079 -1.9431
N -1.5232 -2.0634 1.0497
H -0.2050 1.8707 1.3104
H -1.3505 2.4124 0.0711
H 0.9681 2.5647 -0.7552
H 1.2471 0.7305 -0.3476
H 0.5640 1.3657 -2.7263
H -0.5575 0.3075 -1.8990
H -1.1679 0.7009 0.4116
H -0.8146 -2.5848 1.5237
H -2.4301 -2.3827 1.2946
H 1.3907 -0.7371 0.3180
O 1.0849 -1.2869 -0.3879
H 0.7964 0.1733 1.5689
H -0.4171 -0.8984 1.8348
O 0.2539 -0.3231 2.2226
H 0.1496 -1.3283 -0.6940
H 2.4586 1.2469 0.6230
O 1.5288 1.0576 0.5192
H -1.4561 -1.7312 0.0882
H -1.4278 -1.7357 -2.2818
O -1.1732 -1.1876 -1.5044
*
```

The frontier orbital gap comes out at 6.984 eV.

Version iii
Below is 5 unconnected molecules or ions with the total composition C2H16N2O4, with properties calculated with the ωB97M-V functional and the def2-TZVPD basis.

The geometry in ORCA input format:
```
! RIJCOSX wB97M-V def2-TZVPD def2/J DEFGRID3
* xyz 0 1
C 0.2427 0.7873 0.6750
N -1.1081 0.3701 0.2678
C -1.1816 -1.0923 0.1775
N -0.3053 -1.4869 -0.9457
H 0.3291 1.3287 1.6053
H 0.9678 -0.0051 0.5060
H 0.7087 1.4898 -0.0409
H -1.8506 0.8604 0.7592
H -2.2038 -1.4349 -0.0060
H -0.7898 -1.5431 1.0859
H -0.7978 -2.1064 -1.5756
H 0.0318 -0.7248 -1.5174
H -1.4590 1.2004 -1.6261
H -1.8277 1.7484 -3.1458
O -1.5272 1.9657 -2.2528
H -1.9624 2.8661 0.3258
H -2.7727 2.5097 -0.8423
O -2.7818 2.3962 0.1319
H 3.1299 -1.0079 2.2034
H 4.2201 0.0749 1.9029
O 3.2744 -0.0891 1.9496
H 1.9370 -3.0828 -0.0666
H 3.2213 -2.2211 -0.1621
O 2.8653 -3.0476 0.1885
*
```

The structure (SMILES) is CNCN.O.O.O.O. The frontier orbital gap comes out at 9.563 eV.

Which is the most stable structure? version iii is the most stable.

Version i
Below is 2 unconnected molecules or ions with the total composition C3H8S, with properties calculated with the ωB97M-V functional and the def2-TZVPD basis.

The geometry in ORCA input format:
```
! RIJCOSX wB97M-V def2-TZVPD def2/J DEFGRID3
* xyz 0 1
C 3.4726 0.5167 -1.0160
S 4.1828 1.1497 -2.5345
H 3.7531 -0.5283 -0.8901
H 3.8202 0.9976 -0.1047
H 2.3840 0.4482 -1.0525
H 4.1008 2.4559 -2.2550
C -6.1092 -2.2151 3.2026
C -6.5743 -0.9577 3.2224
H -6.2818 -2.8315 2.3282
H -5.3487 -2.5243 3.9092
H -6.9079 -0.5878 2.2574
H -6.8537 -0.4568 4.1370
*
```

The structure (SMILES) is C=C.CS. The frontier orbital gap comes out at 10.184 eV.

Version ii
Below is C3H8S in the gas phase, with properties calculated with the ωB97M-V functional and the def2-TZVPD basis.

The geometry in ORCA input format:
```
! RIJCOSX wB97M-V def2-TZVPD def2/J DEFGRID3
* xyz 0 1
C 1.5357 0.9747 0.4821
C 0.8680 -0.3239 0.6735
C -0.8861 -0.6617 -1.4035
H 1.6022 1.2830 -0.5079
H 2.5435 0.8907 0.7929
H 1.0182 1.7739 1.0819
H 0.8951 -0.4940 1.7693
H 1.2576 -1.1846 0.1453
H -1.7637 -0.3488 -1.9967
H -1.0057 -1.7752 -1.3860
H 0.0171 -0.4258 -1.9716
S -0.8543 0.0216 0.2225
*
```

The structure (SMILES) is CCSC. The frontier orbital gap comes out at 9.398 eV.

Which is the most stable structure? version ii is the most stable.